DFT (ωB97M-V with the def2-TZVPD basis set) results for a cluster of 2 separate species, C4H11NO in total.

Output
Energy, eV: -7862.451
Maximum force, eV/Å: 3.015
Gap between HOMO and LUMO, Eh: 0.331
LUMO, Ha: 0.0405

CARTESIAN COORDINATES (ANGSTROEM)
C  3.50  3.55  0.45
C  3.85  4.43  1.44
N  3.34  5.66  1.69
H  3.95  2.58  0.31
H  2.56  3.90  -0.04
H  4.66  4.19  2.13
H  2.62  6.01  1.09
H  3.73  6.05  2.53
C  -4.06  -4.14  -1.02
C  -2.62  -3.99  -1.52
O  -1.58  -4.00  -0.55
H  -4.76  -4.45  -1.84
H  -4.39  -3.32  -0.39
H  -4.03  -4.97  -0.30
H  -2.44  -4.84  -2.16
H  -2.49  -3.07  -2.10
H  -1.84  -3.58  0.27